Record 1
ORCA calculation (the ωB97M-V functional and the def2-TZVPD basis) on the molecule C26H35NO7.

Last column: Mulliken charge in e.
Geometry (Å):
C -6.78 -3.49 0.43  -1.270
C -5.90 -2.29 -0.09  0.628
O -5.61 -1.95 -1.27  -0.729
N -5.62 -1.51 0.92  -0.107
H -6.01 -1.87 1.71  0.294
C -5.04 -0.30 0.86  0.110
C -6.02 0.78 0.44  -0.917
O -5.92 2.03 1.01  -0.680
H -5.14 2.55 0.86  0.498
C -5.66 1.25 -1.21  -0.072
O -6.50 0.70 -2.05  -0.624
H -6.23 -0.33 -2.10  0.424
C -4.19 1.10 -1.71  -0.229
C -3.36 2.58 -1.08  -0.785
O -3.44 2.74 0.13  -0.696
H -3.08 1.97 0.84  0.465
H -2.31 2.17 -1.39  0.134
H -3.81 3.33 -1.53  0.844
O -3.52 0.13 -1.35  -0.354
C -3.69 -0.37 0.14  0.061
O -2.70 0.20 0.72  -0.677
C -1.44 0.05 0.67  1.006
C -0.41 0.64 1.44  -1.599
C 0.90 0.41 1.38  0.445
C 1.41 -0.22 -0.11  -0.284
C 0.57 -0.94 -0.74  0.041
C -0.87 -0.98 -0.56  -1.901
H -1.53 -1.07 -1.29  0.831
H 0.75 -1.59 -1.45  0.747
C 2.92 -0.62 -0.09  -0.360
C 3.77 -0.14 1.00  1.250
C 3.29 1.07 1.52  -0.700
C 1.94 1.01 2.22  -1.952
H 1.51 1.82 2.49  0.814
H 1.89 0.27 3.10  0.340
H 3.39 2.07 0.93  0.140
H 4.03 1.39 2.28  0.405
C 5.26 -0.27 1.00  -2.862
C 5.79 -1.68 0.67  -0.303
C 7.04 -1.45 0.06  -0.916
C 7.10 -0.43 -0.75  0.155
O 7.67 0.08 -1.51  -0.337
C 5.61 0.31 -0.56  1.722
C 5.89 1.72 -0.49  -1.650
H 4.90 2.48 -0.61  0.166
H 6.64 2.06 0.37  0.270
H 6.61 2.06 -1.34  0.467
C 4.88 -0.15 -1.71  -1.647
C 3.32 0.34 -1.49  -0.950
H 3.00 1.37 -1.13  0.289
H 2.69 0.03 -2.28  0.620
H 5.06 0.62 -2.67  0.312
H 5.06 -1.00 -2.10  0.681
H 7.53 -2.53 -0.51  0.237
H 8.07 -1.43 0.80  0.267
H 5.94 -2.08 1.85  0.314
H 5.12 -2.41 -0.01  0.264
H 5.70 0.22 1.60  2.142
H 3.60 -0.92 1.84  0.116
H 3.18 -1.65 -0.13  0.630
H -0.71 1.04 2.13  1.227
H -3.40 -1.50 0.05  0.166
H -4.13 1.30 -2.76  0.583
H -6.24 2.29 -1.22  0.288
H -6.93 0.41 0.37  0.800
H -4.65 0.02 1.85  0.400
H -6.29 -4.14 1.17  0.354
H -7.74 -3.06 0.87  0.333
H -7.13 -4.22 -0.44  0.325

Properties
- Net charge: 0
- M: 473.57 Da
- Electronic energy: -1592.3260 Eh
- HOMO: -7.24 eV
- Gap between HOMO and LUMO: 7.6 eV

---

Record 2
ORCA calculation (the ωB97M-V functional and the def2-TZVPD basis) on the molecule C5H6ClNS.

Last column: Mulliken charge in e.
Geometry (Å):
C -2.15 0.47 -0.64  -1.079
C -0.93 -0.19 -0.05  0.508
C 0.20 0.36 0.37  0.229
C 1.38 -0.59 0.75  -0.875
C 0.60 1.69 -0.05  0.020
H -2.50 -0.09 -1.55  0.330
H -1.96 1.62 -0.66  0.317
H -2.99 0.31 0.06  0.317
H 1.01 -1.49 1.37  0.405
H 2.03 0.03 1.45  0.403
H 3.45 -1.63 -0.05  0.152
N 0.78 2.79 -0.25  -0.382
S 2.25 -1.28 -0.71  -0.163
Cl -1.18 -2.00 -0.03  -0.184

Properties
- Net charge: 0
- M: 147.63 Da
- Electronic energy: -1107.2000 Eh
- HOMO: -9.42 eV
- Gap between HOMO and LUMO: 9.6 eV